14
Properties=species:S:1:pos:R:3:lowdin_charge:R:1 method="wB97M-V/def2-TZVPD" smiles=CN(C)O[SiH3] homo_lumo_gap_ev=9.45 lumo_energy_ev=1.0 e_tot_ha=-500.983807 multiplicity=1
C -1.4764 -1.1001 0.3703 -0.11
N -0.3607 -0.2041 0.4637 -0.30
C 0.9794 -1.0154 0.1131 -0.03
O -0.5004 0.8669 -0.4358 -0.40
Si 0.6021 2.0911 -0.3338 0.59
H -1.2690 -1.7540 1.2180 0.09
H -2.4437 -0.6111 0.3586 0.09
H -1.4688 -1.5986 -0.5715 0.07
H 0.8262 -1.3569 -0.8900 0.06
H 1.8597 -0.3604 0.1816 0.05
H 0.7810 -1.9890 0.5158 0.06
H 0.0926 3.0496 -1.2419 -0.08
H 0.5525 2.3715 1.2099 -0.02
H 1.8254 1.6104 -0.9580 -0.07